Record 1
Density functional theory data (ωB97M-V/def2-TZVPD) for a cluster of 2 separate species, C12H12 in total.

XYZ file:
```
24
C12H12 ωB97M-V/def2-TZVPD
C -0.18 4.00 1.82
C -1.25 4.44 2.66
C -2.08 3.39 3.10
C -1.89 2.05 2.81
C -0.85 1.64 1.98
C 0.03 2.66 1.46
C -0.23 -2.65 -2.74
C 0.41 -3.72 -3.21
C 1.68 -4.17 -2.86
C 2.23 -3.44 -1.94
C 1.74 -2.20 -1.49
C 0.42 -1.80 -1.82
H 0.53 4.77 1.72
H -1.19 5.46 3.22
H -3.08 3.34 3.51
H -2.69 1.20 3.25
H -0.73 0.57 1.66
H 0.93 2.27 0.82
H -1.30 -2.45 -2.93
H -0.13 -4.33 -3.88
H 2.02 -5.34 -2.91
H 3.22 -4.00 -1.45
H 2.24 -1.56 -0.57
H -0.06 -1.02 -1.12
```

Summary:
Energy relative to the best compared isomer or geometry (same formula, charge and spin) ... 388.18 kJ/mol
SMILES string ... c1ccccc1.c1ccccc1
Molar mass ... 156.228 g/mol
Kohn-Sham gap ... 10.07 eV
HOMO energy ... -0.34183 Eh
Total charge ... 0
Largest force on an atom ... 7.37 eV/A
E_tot ... -12634.905 eV



Record 2
Density functional theory data (ωB97M-V/def2-TZVPD) for a structure of composition C26H46O37S7.

XYZ file:
```
116
C26H46O37S7 ωB97M-V/def2-TZVPD
C 4.07 -0.03 -3.11
C 4.87 -1.25 -3.59
O 4.80 -2.20 -2.45
S 4.62 -1.44 -1.10
O 5.88 -1.02 -0.59
O 3.78 -2.19 -0.25
O 3.78 -0.29 -1.67
H 3.01 0.02 -3.56
H 4.69 0.88 -3.21
H 5.96 -1.00 -3.67
H 4.42 -1.66 -4.47
C 0.08 0.30 -5.97
C 0.44 -1.20 -5.93
O 1.90 -1.21 -5.62
S 2.58 -0.16 -6.51
O 2.82 -0.81 -7.75
O 3.65 0.49 -5.77
O 1.36 0.83 -6.62
H 0.00 0.75 -5.04
H -0.80 0.54 -6.64
H 0.32 -1.70 -6.92
H -0.21 -1.76 -5.18
C 5.55 -1.25 2.59
C 4.20 -1.97 2.92
O 3.21 -0.90 2.76
S 3.89 0.55 2.58
O 3.33 1.43 3.50
O 4.05 0.91 1.23
O 5.37 0.12 3.05
H 5.67 -1.29 1.48
H 6.33 -1.67 3.26
H 4.03 -2.31 3.96
H 4.01 -2.78 2.17
C 2.01 4.24 -1.65
C 2.03 3.74 -3.07
O 0.99 4.53 -3.75
S 0.11 5.42 -2.80
O -1.26 5.04 -2.98
O 0.45 6.79 -2.76
O 0.63 4.77 -1.42
H 2.63 5.10 -1.44
H 2.16 3.46 -0.91
H 1.71 2.73 -3.18
H 3.03 3.94 -3.53
C -0.88 -2.80 5.16
C 0.30 -1.81 5.33
O 1.50 -2.64 5.25
S 1.28 -3.97 4.46
O 1.69 -5.03 5.31
O 1.84 -3.95 3.14
O -0.28 -3.83 4.34
H -1.62 -2.32 4.62
H -1.20 -3.23 6.10
H 0.36 -1.38 6.33
H 0.31 -1.04 4.55
C -4.30 2.54 4.09
C -2.86 2.87 3.62
O -2.16 1.55 3.72
S -3.11 0.48 4.54
O -2.29 -0.01 5.61
O -3.78 -0.38 3.63
O -4.13 1.56 5.09
H -4.91 2.13 3.25
H -4.76 3.40 4.60
H -2.33 3.37 4.49
H -2.75 3.44 2.68
C 0.50 1.44 0.71
C 0.90 -0.04 0.56
O 0.05 -0.52 -0.48
S -0.05 0.59 -1.61
O -1.36 0.69 -2.11
O 0.98 0.40 -2.55
O 0.39 1.76 -0.69
H 1.38 2.00 1.13
H -0.46 1.53 1.19
H 0.62 -0.68 1.35
H 1.92 -0.28 0.26
C -5.28 -1.97 0.83
C -3.83 -1.64 0.42
C -3.50 -0.12 0.33
O -2.26 -0.07 1.06
C -2.06 -1.21 1.72
O -1.15 -1.28 2.50
O -2.92 -2.14 1.42
H -5.57 -1.49 1.76
H -5.20 -3.08 0.99
H -5.98 -1.75 0.01
H -3.53 -2.15 -0.45
H -4.24 0.52 0.78
H -3.38 0.18 -0.73
C -0.56 -4.94 0.42
C 0.07 -3.71 -0.23
C 1.30 -4.10 -0.99
O 1.20 -3.27 -2.23
C -0.07 -2.75 -2.35
O -0.52 -2.20 -3.31
O -0.80 -3.19 -1.29
H -0.82 -5.85 -0.20
H -1.37 -4.72 1.03
H 0.26 -5.16 1.15
H 0.26 -2.95 0.53
H 1.23 -5.17 -1.31
H 2.21 -3.84 -0.51
C -2.36 3.16 -0.38
C -3.58 4.13 -0.57
C -4.73 3.58 -1.44
O -5.53 2.96 -0.43
C -5.25 3.41 0.81
O -5.84 3.07 1.80
O -4.13 4.23 0.78
H -1.60 3.65 0.33
H -1.88 3.05 -1.40
H -2.75 2.19 -0.01
H -3.17 5.09 -0.88
H -4.25 2.85 -2.14
H -5.35 4.38 -1.89
```

Summary:
Energy relative to the best compared isomer or geometry (same formula, charge and spin) ... 0.00 kJ/mol
Molar mass ... 1175.086 g/mol
Kohn-Sham gap ... 11.19 eV
HOMO energy ... -0.40270 Eh
Total charge ... 0
Largest force on an atom ... 4.05 eV/A
E_tot ... -179306.174 eV



Record 3
Density functional theory data (ωB97M-V/def2-TZVPD) for a structure of composition C5H12O.

XYZ file:
```
18
C5H12O ωB97M-V/def2-TZVPD
C 0.89 -0.97 -1.70
C 0.75 -0.24 -0.39
C -0.68 1.53 -0.82
C -0.18 -0.67 0.61
C 0.17 -0.38 2.06
O -1.43 0.28 0.25
H 1.74 -1.67 -1.74
H -0.02 -1.55 -1.93
H 1.03 -0.27 -2.53
H 1.65 0.25 -0.02
H 0.12 2.14 -0.41
H -0.50 1.24 -1.85
H -1.64 2.06 -0.74
H -0.63 -1.65 0.47
H -0.68 -0.49 2.73
H 0.55 0.64 2.16
H 0.95 -1.07 2.40
H -2.03 0.57 0.98
```

Summary:
Energy relative to the best compared isomer or geometry (same formula, charge and spin) ... 485.37 kJ/mol
Molar mass ... 88.150 g/mol
Kohn-Sham gap ... 7.54 eV
HOMO energy ... -0.24393 Eh
Total charge ... 0
Largest force on an atom ... 0.43 eV/A
E_tot ... -7422.281 eV



Record 4
Density functional theory data (ωB97M-V/def2-TZVPD) for a structure of composition C27H45BrCdN2OP2.

XYZ file:
```
79
C27H45BrCdN2OP2 ωB97M-V/def2-TZVPD
N -6.32 4.56 -4.25
C -6.09 5.02 -3.02
C -5.22 4.38 -2.13
C -4.50 3.23 -2.55
C -4.74 2.80 -3.86
C -5.66 3.49 -4.67
C -3.52 2.58 -1.65
Cd -0.58 0.20 0.21
P 4.60 -0.79 0.59
C -2.57 1.63 -1.93
C -1.27 1.68 -1.31
C -0.08 1.73 -2.14
C 0.95 2.59 -1.79
C 0.85 3.46 -0.67
C -0.19 3.26 0.23
C -1.16 2.22 0.05
Br 2.20 4.68 -0.39
H -3.54 2.96 -0.62
H -2.73 0.99 -2.80
H -5.14 4.78 -1.12
H -4.20 1.95 -4.26
H -6.63 5.92 -2.74
H -5.87 3.10 -5.66
H -0.05 1.20 -3.10
H -2.11 2.34 0.56
H 1.83 2.66 -2.43
H -0.27 3.95 1.05
P -0.42 -2.36 0.28
C 4.29 0.98 0.64
C 5.59 1.76 0.33
H 3.94 1.25 1.66
H 3.50 1.27 -0.09
H 5.49 2.84 0.56
H 6.43 1.36 0.92
H 5.86 1.66 -0.74
C 3.91 -1.41 -0.98
C 4.99 -2.31 -1.63
H 3.70 -0.54 -1.64
H 2.96 -1.96 -0.81
H 4.78 -2.50 -2.70
H 5.98 -1.82 -1.57
H 5.06 -3.27 -1.09
C 3.67 -1.57 1.93
C 4.57 -2.12 3.05
H 2.99 -2.34 1.51
H 3.05 -0.75 2.32
H 4.05 -2.92 3.59
H 5.52 -2.51 2.67
H 4.79 -1.34 3.78
C -0.40 -3.62 1.63
C -1.49 -4.71 1.60
H -0.48 -3.04 2.56
H 0.59 -4.11 1.67
H -2.44 -4.34 1.99
H -1.66 -5.10 0.59
H -1.20 -5.58 2.22
C 0.34 -3.34 -1.11
C 0.06 -2.87 -2.54
H 0.05 -4.40 -1.01
H 1.43 -3.31 -0.92
H -1.01 -3.01 -2.80
H 0.32 -1.80 -2.72
H 0.66 -3.47 -3.25
C -2.24 -2.36 -0.17
C -3.10 -1.77 0.94
H -2.56 -3.39 -0.41
H -2.34 -1.76 -1.09
H -3.83 -1.07 0.52
H -3.67 -2.52 1.47
H -2.54 -1.22 1.69
C -0.18 1.89 4.11
C -0.82 0.61 3.67
N -1.54 0.01 4.63
O -0.68 0.06 2.54
H -0.68 2.21 5.04
H -0.26 2.66 3.34
H 0.88 1.73 4.36
H -2.11 -0.82 4.40
H -1.76 0.50 5.48
```

Summary:
Energy relative to the best compared isomer or geometry (same formula, charge and spin) ... 73.05 kJ/mol
Molar mass ... 667.934 g/mol
Kohn-Sham gap ... 4.87 eV
HOMO energy ... -0.43885 Eh
Total charge ... +2
Largest force on an atom ... 3.83 eV/A
E_tot ... -126924.811 eV



Record 5
Density functional theory data (ωB97M-V/def2-TZVPD) for a structure of composition C23H41FP2Tb.

XYZ file:
```
68
C23H41FP2Tb ωB97M-V/def2-TZVPD
Tb -0.32 -0.27 2.44
C 0.63 -2.44 3.57
C 1.75 -1.84 2.91
C 1.05 -0.41 4.59
C 0.20 -1.55 4.61
C 2.00 -0.57 3.53
C 0.16 -3.84 3.41
H 0.26 -4.20 2.38
H -0.89 -3.94 3.70
H 0.74 -4.53 4.06
C -0.87 -1.79 5.61
H -1.40 -2.73 5.42
H -1.61 -0.97 5.59
H -0.44 -1.82 6.62
C 0.96 0.72 5.55
H 1.28 0.40 6.55
H -0.08 1.08 5.63
H 1.58 1.56 5.23
C 3.13 0.34 3.24
H 3.99 0.13 3.89
H 2.85 1.39 3.42
H 3.47 0.25 2.20
C 2.67 -2.52 1.95
H 3.58 -2.86 2.46
H 2.97 -1.84 1.14
H 2.20 -3.40 1.50
C -2.20 -0.91 0.57
C -1.36 -1.98 0.47
C -0.27 -2.18 -0.55
C 0.37 -0.91 -1.17
C 0.83 0.15 -0.20
C 0.07 1.19 0.24
C -1.38 1.47 -0.10
C -2.29 0.24 -0.41
H -0.67 -2.81 -1.37
H -0.32 -0.47 -1.91
H 0.54 -2.79 -0.12
H -2.10 -0.10 -1.44
H -2.94 -0.88 1.39
H -1.59 -2.88 1.07
H -3.33 0.59 -0.42
H -1.85 2.02 0.73
H 0.57 2.01 0.80
H -1.43 2.17 -0.96
H 1.25 -1.22 -1.76
H 1.90 0.11 0.05
P -1.19 0.52 -3.76
C -3.00 0.45 -4.07
C -0.61 -0.39 -5.25
P 0.64 3.04 -3.83
C -0.92 2.23 -4.43
C 1.62 2.84 -5.39
C 0.12 4.78 -4.21
H -3.51 1.18 -3.42
H -3.37 -0.56 -3.84
H -3.20 0.69 -5.12
H -1.19 -0.06 -6.12
H -0.77 -1.47 -5.10
H 0.46 -0.20 -5.42
H -0.16 4.90 -5.26
H 0.96 5.45 -3.99
H -0.73 5.06 -3.57
H -1.79 2.86 -4.14
H -0.89 2.16 -5.53
H 2.55 3.42 -5.28
H 1.07 3.24 -6.25
H 1.87 1.79 -5.55
F -1.61 0.93 3.44
```

Summary:
Energy relative to the best compared isomer or geometry (same formula, charge and spin) ... 0.00 kJ/mol
2S+1 ... 7
⟨S²⟩ ... 12.725
Molar mass ... 557.452 g/mol
Kohn-Sham gap (alpha / beta) ... 7.79 / 7.89 eV
HOMO energy (alpha / beta) ... -0.40455 / -0.40456 Eh
Total charge ... +1
Largest force on an atom ... 1.57 eV/A
E_tot ... -68241.929 eV



Record 6
Density functional theory data (ωB97M-V/def2-TZVPD) for a cluster of 2 separate species, C3H9NO2 in total.

XYZ file:
```
15
C3H9NO2 ωB97M-V/def2-TZVPD
C -2.82 -1.96 -0.11
C -1.67 -2.42 0.46
O -0.42 -1.72 0.19
H -3.76 -1.98 0.45
H -2.81 -1.29 -0.99
H -1.53 -3.35 1.01
H -0.57 -0.78 0.35
N 2.66 1.91 -0.39
C 1.11 1.81 -0.41
O 0.59 0.85 0.54
H 3.19 2.70 -0.83
H 3.10 1.58 0.49
H 0.67 2.80 -0.18
H 0.81 1.53 -1.43
H 1.44 0.33 0.88
```

Summary:
Energy relative to the best compared isomer or geometry (same formula, charge and spin) ... 352.32 kJ/mol
SMILES string ... C=CO.NCO
Molar mass ... 91.110 g/mol
Kohn-Sham gap ... 9.72 eV
HOMO energy ... -0.32570 Eh
Total charge ... 0
Largest force on an atom ... 3.89 eV/A
E_tot ... -8839.304 eV



Record 7
Density functional theory data (ωB97M-V/def2-TZVPD) for a structure of composition C16H36Cl5F8InMg3N2NaO3P.

XYZ file:
```
76
C16H36Cl5F8InMg3N2NaO3P ωB97M-V/def2-TZVPD
C 2.29 -1.88 -1.49
C 3.16 -0.57 -1.69
C 2.63 0.71 -0.91
C 1.61 1.62 -1.75
C 1.02 2.68 -0.76
C -0.11 3.57 -1.40
C -1.13 2.67 -2.17
C -2.35 2.39 -1.23
C -2.90 0.95 -1.33
In -1.20 -0.50 -0.99
C -1.85 -2.65 -0.82
C -0.94 -3.57 -1.77
N -0.38 -4.69 -0.96
C 0.08 0.36 0.66
C -0.15 -0.12 2.10
C 1.12 -0.92 2.57
Cl -1.71 -0.97 2.41
H 1.88 -2.02 -0.46
H 2.98 -2.75 -1.68
H 1.45 -2.00 -2.26
H 3.19 -0.34 -2.78
H 4.18 -0.80 -1.27
H 3.49 1.36 -0.59
H 2.07 0.44 0.02
H 0.83 0.88 -2.16
H 2.24 2.12 -2.59
H 1.87 3.39 -0.49
H 0.70 2.20 0.24
H 0.24 4.44 -2.01
H -0.68 4.04 -0.54
H -0.69 1.73 -2.60
H -1.52 3.24 -3.05
H -2.11 2.66 -0.16
H -3.16 3.11 -1.53
H -3.63 0.82 -0.49
H -3.43 0.68 -2.27
H -0.14 -0.42 -2.49
H -1.76 -3.09 0.20
H -2.90 -2.79 -1.17
H -0.11 -2.92 -2.15
H -1.54 -3.95 -2.63
H 0.05 -5.40 -1.59
H 0.34 -4.28 -0.36
H -0.17 1.49 0.67
H 1.17 0.24 0.44
H -0.17 0.88 2.75
H 2.00 -0.27 2.32
H 1.22 -1.83 1.92
H 1.09 -1.18 3.65
Na 1.27 -2.27 -4.11
F 0.04 1.74 3.87
C -5.73 0.33 3.81
Cl -4.81 1.25 2.59
Cl -7.46 0.55 3.51
Cl -5.31 -1.39 3.69
Cl -5.32 0.93 5.42
Mg 1.33 1.45 -3.91
F 0.03 -3.51 4.49
P -0.25 -4.79 3.52
F 0.29 -3.82 2.30
F -1.19 -6.10 3.26
F 0.95 -5.68 2.86
F -1.71 -4.11 3.24
F 0.16 -5.50 4.92
Mg 0.92 -6.96 -0.87
F -3.74 2.82 3.67
C -1.09 5.59 -4.80
O -0.21 6.18 -4.17
O -0.89 4.71 -5.66
O -2.32 5.78 -4.67
N 5.39 2.31 1.92
H 6.10 1.83 1.36
H 5.01 3.10 1.39
H 4.64 1.65 2.15
H 5.81 2.66 2.79
Mg -0.08 2.51 2.07
```

Summary:
Molar mass ... 875.421 g/mol
Kohn-Sham gap ... 1.37 eV
HOMO energy ... -0.40792 Eh
Total charge ... +2
Largest force on an atom ... 4.34 eV/A
E_tot ... -145829.294 eV



Record 8
Density functional theory data (ωB97M-V/def2-TZVPD) for a cluster of 4 separate species, CH10O3S in total.

XYZ file:
```
15
CH10O3S ωB97M-V/def2-TZVPD
C 0.22 -1.29 0.74
S 0.69 -0.11 2.13
H -0.06 -0.68 -0.12
H -0.68 -1.80 1.04
H 1.13 -1.87 0.69
H 1.85 -0.70 2.44
H -0.12 -2.52 -2.03
H -0.99 -3.80 -2.06
O -0.94 -2.89 -2.36
H 0.42 0.69 -2.81
H 0.25 1.65 -1.64
O 0.63 0.79 -1.87
H -1.93 3.69 0.33
H -0.47 3.67 0.24
O -1.24 3.36 -0.25
```

Summary:
Energy relative to the best compared isomer or geometry (same formula, charge and spin) ... 61.70 kJ/mol
SMILES string ... CS.O.O.O
Molar mass ... 102.155 g/mol
Kohn-Sham gap ... 9.46 eV
HOMO energy ... -0.32515 Eh
Total charge ... 0
Largest force on an atom ... 1.91 eV/A
E_tot ... -18176.479 eV



- What is the largest force on an atom in the first record?
  7.37 eV/A



- Among the records above, which one has the highest molar mass?
  C26H46O37S7



- What is the E_tot in the seventh record?
  -145829.294 eV